# 1
DFT (wB97M-V/def2-TZVPD) results for 2 unconnected molecules or ions with the total composition C5H6Si in a non-equilibrium geometry.

Charge: 0
Orbital gap in eV: 9.25
ΔE to the lowest compared entry with this formula, charge and spin in kJ/mol: 464.0

CARTESIAN COORDINATES (ANGSTROEM)
C1 -2.2061 0.6065 0.0410
C2 -2.1316 -0.6482 -0.3622
C3 2.2084 -0.7428 -0.2453
C4 2.4136 0.4719 0.3792
C5 -0.9355 -0.0784 0.3223
Si1 0.7521 0.4345 -0.4509
H1 -2.5449 1.6112 0.1138
H2 -2.4855 -1.5899 -0.8507
H3 2.5189 -1.7109 -0.0650
H4 3.0807 1.0358 0.9048
H5 -0.8298 -0.5035 1.8061
H6 0.1597 1.1138 -1.5931

Forces on atoms 1 to 2 (eV/Å):
0.471 -1.622 -0.944
-0.062 0.692 -0.102

---

# 2
DFT (wB97M-V/def2-TZVPD) results for 2 unconnected molecules or ions with the total composition C5H7BNO4 in a non-equilibrium geometry.

Charge: -1
Orbital gap in eV: 7.04

CARTESIAN COORDINATES (ANGSTROEM)
O1 4.1033 -1.8248 2.4242
C1 3.2663 -1.6525 1.3910
O2 3.6849 -1.7273 -0.0481
B1 1.6524 -1.2714 1.6306
O3 0.5836 -2.3138 1.6269
O4 1.3832 0.1955 1.7997
H1 0.7686 -2.8203 0.7585
H2 1.7219 0.5789 0.9148
N1 -2.3624 1.5737 -0.2422
C2 -2.6812 1.4950 -1.5729
C3 -1.6561 0.8400 -2.2181
C4 -0.6877 0.5067 -1.2412
C5 -1.1508 0.9690 -0.0297
H3 -2.9323 2.0090 0.4714
H4 -3.6069 1.9121 -1.9460
H5 -1.6112 0.6243 -3.2777
H6 0.2466 -0.0150 -1.4038
H7 -0.7224 0.9208 0.9626

Forces on atoms 1 to 2 (eV/Å):
-4.017 0.799 -4.506
4.291 -0.960 -1.899

---

# 3
DFT (wB97M-V/def2-TZVPD) results for a molecular structure, C5H7BaO4.

Charge: +1
Orbital gap in eV: 7.00

CARTESIAN COORDINATES (ANGSTROEM)
H1 2.3783 -2.0234 -0.4269
Ba1 2.1605 1.6771 -0.5201
O1 2.6059 -0.2605 0.5964
O2 0.9749 -1.8480 1.0346
C1 -0.3493 -1.3583 0.8948
C2 -0.4406 -1.0487 -0.5899
O3 0.9091 -0.5648 -0.8498
C3 1.8326 -1.2297 0.1129
H2 -1.0459 -2.1402 1.2163
H3 -0.4956 -0.4509 1.5016
H4 -1.1404 -0.2450 -0.8388
H5 -0.5942 -1.9547 -1.1899
H6 -4.3894 -2.3151 -1.4847
O4 -5.5294 -0.9242 1.0959
C4 -4.2663 -2.4371 -0.4077
C5 -4.9660 -1.6570 0.3922
H7 -3.8125 -3.3403 -0.0004

Forces on atoms 1 to 2 (eV/Å):
-0.115 0.269 0.181
0.080 -0.325 0.190

---

For the records above, the corresponding energy values read -483.3507 -575.3600 -520.9332 hartree.